--- w ---
The following is a DFT calculation (ωB97M-V with the def2-TZVPD basis set) of a cluster of 2 separate species, C3H11NO3 in total.

Output
HOMO level: -9.5 eV
SMILES: OCCNCO.O
LUMO level: 0.665 eV
net charge: 0
orbital gap: 10.129 eV

Each atom is followed by the atoms it is bonded to, with distances in Å.
Geometry (Å):
1 C -0.75015 -0.13120 1.26879  C2 1.535, N4 1.464, H7 1.094, H8 1.096
2 C -0.39711 1.27928 0.77647  C1 1.535, O3 1.424, H9 1.089, H10 1.096
3 O -1.53280 2.00758 0.31943  C2 1.424, H11 0.958
4 N -0.97129 -1.24267 0.34228  C1 1.464, C5 1.417, H12 1.008
5 C 0.15211 -1.71643 -0.38044  N4 1.417, O6 1.449, H13 1.089, H14 1.087
6 O 0.47388 -0.67548 -1.33526  C5 1.449, H15 0.964
7 H 0.05717 -0.41054 1.95276  C1 1.094
8 H -1.69724 -0.03171 1.81172  C1 1.096
9 H 0.36110 1.24020 -0.00451  C2 1.089
10 H -0.03379 1.77900 1.68122  C2 1.096
11 H -2.28363 1.41367 0.35886  O3 0.958
12 H -1.86605 -1.06343 -0.08491  N4 1.008
13 H 0.92491 -1.80385 0.38137  C5 1.089
14 H -0.07458 -2.60493 -0.96410  C5 1.087
15 H 0.89300 -0.96702 -2.15287  O6 0.964
16 H 2.17004 1.67859 -0.96894  O18 0.963
17 H 1.93642 0.32127 -1.65204  O18 0.975
18 O 2.63802 0.92767 -1.34983  H16 0.963, H17 0.975

How is the electron density shared among the atoms? According to Löwdin, the charges in e are: C -0.200; C -0.239; O -0.064; N -0.058; C -0.231; O -0.101; H 0.118; H 0.122; H 0.081; H 0.116; H 0.065; H 0.113; H 0.128; H 0.124; H 0.089; H 0.022; H -0.010; O -0.075

--- x ---
The following is a DFT calculation (ωB97M-V with the def2-TZVPD basis set) of a cluster of 4 separate species, C3H11NO3 in total.

Output
HOMO level: -9.7 eV
SMILES: C=CN=C.O.O.O
LUMO level: 0.372 eV
net charge: 0
orbital gap: 10.116 eV

Each atom is followed by the atoms it is bonded to, with distances in Å.
Geometry (Å):
1 C 1.64677 -0.72275 -0.93173  C2 1.322, N4 1.411, H5 1.087
2 C 0.89834 -1.40303 -1.78341  C1 1.322, H6 1.089, H7 1.082
3 C 0.66350 1.37298 -0.84005  N4 1.256, H8 1.091, H9 1.095
4 N 1.39053 0.50790 -0.29151  C1 1.411, C3 1.256
5 H 2.62691 -1.07851 -0.62420  C1 1.087
6 H -0.08814 -1.06538 -2.09874  C2 1.089
7 H 1.19068 -2.29496 -2.32156  C2 1.082
8 H 0.42715 2.28812 -0.29612  C3 1.091
9 H 0.26005 1.32697 -1.85704  C3 1.095
10 H 1.19421 0.55070 1.76417  O12 0.969
11 H 0.70649 1.66038 2.71415  O12 0.962
12 O 0.75181 0.70483 2.61219  H10 0.969, H11 0.962
13 H -2.50651 -1.66429 -0.13377  O15 0.968
14 H -1.35731 -0.92029 -0.54087  O15 0.970
15 O -2.25581 -1.08411 -0.86678  H13 0.968, H14 0.970
16 H -1.34806 0.49375 2.41509  O18 0.972
17 H -2.37247 1.05742 1.48052  O18 0.964
18 O -1.82812 0.27027 1.59965  H16 0.972, H17 0.964

How is the electron density shared among the atoms? According to Löwdin, the charges in e are: C -0.228; C 0.020; C -0.028; N -0.039; H 0.099; H 0.045; H 0.061; H 0.076; H 0.092; H 0.000; H 0.040; O -0.072; H 0.041; H -0.011; O -0.083; H 0.020; H 0.042; O -0.074

Which one sits at the bottom of the stability order? x does.

--- w ---
The following is a DFT calculation (ωB97M-V with the def2-TZVPD basis set) of a cluster of 2 separate species, C11H18 in total.

Output
HOMO level: -9.0 eV
SMILES: Cc1ccccc1.CC(C)C
LUMO level: 0.876 eV
net charge: 0
orbital gap: 9.917 eV

Each atom is followed by the atoms it is bonded to, with distances in Å.
Geometry (Å):
1 C -0.65616 0.43527 -2.48479  C2 1.625, C3 1.653, C4 1.633, H5 1.038
2 C -1.57903 1.31197 -3.49476  C1 1.625, H6 1.107, H12 1.092, H13 1.009
3 C 0.68940 -0.20210 -3.20352  C1 1.653, H7 1.143, H8 0.980, H9 1.279
4 C -0.09959 1.50634 -1.38481  C1 1.633, H10 1.031, H11 1.118, H14 1.033
5 H -1.27842 -0.35036 -2.21309  C1 1.038
6 H -2.44436 1.75492 -2.96466  C2 1.107
7 H 1.38030 0.59696 -3.63953  C3 1.143
8 H 1.31415 -0.65435 -2.59920  C3 0.980
9 H 0.32036 -0.92068 -4.19539  C3 1.279
10 H 0.15919 2.39806 -1.83225  C4 1.031
11 H -0.91510 1.67921 -0.63985  C4 1.118
12 H -1.99171 0.63723 -4.24804  C2 1.092
13 H -0.98744 2.03905 -3.86753  C2 1.009
14 H 0.63727 1.11952 -0.77206  C4 1.033
15 C 2.47751 -1.58324 2.33178  C17 1.559, H24 1.101, H25 1.094, H29 1.095
16 C 0.06620 -1.53516 1.87209  C17 1.386, C18 1.415, H22 1.132
17 C 1.10736 -0.85544 2.48474  C15 1.559, C16 1.386, C19 1.457
18 C -1.30335 -1.22705 2.05271  C16 1.415, C20 1.370, H23 1.219
19 C 0.75635 0.40945 3.11645  C17 1.457, C21 1.359, H26 1.069
20 C -1.59685 -0.08999 2.75868  C18 1.370, C21 1.429, H27 1.210
21 C -0.55136 0.76111 3.23358  C19 1.359, C20 1.429, H28 1.072
22 H 0.31227 -2.48577 1.30819  C16 1.132
23 H -2.24938 -1.64029 1.40434  C18 1.219
24 H 2.44435 -2.49127 2.95324  C15 1.101
25 H 3.38605 -0.97608 2.28566  C15 1.094
26 H 1.54824 0.87531 3.66336  C19 1.069
27 H -2.80217 -0.07909 2.86570  C20 1.210
28 H -0.85703 1.57778 3.85678  C21 1.072
29 H 2.71295 -2.01132 1.35218  C15 1.095

How is the electron density shared among the atoms? According to Löwdin, the charges in e are: C -0.336; C -0.079; C -0.077; C -0.065; H 0.071; H 0.078; H 0.078; H -0.032; H 0.136; H 0.037; H 0.081; H 0.065; H 0.016; H 0.027; C -0.064; C -0.101; C -0.233; C -0.135; C -0.049; C -0.131; C -0.106; H 0.122; H 0.151; H 0.082; H 0.069; H 0.098; H 0.143; H 0.092; H 0.063

--- x ---
The following is a DFT calculation (ωB97M-V with the def2-TZVPD basis set) of a cluster of 2 separate species, C11H18 in total.

Output
HOMO level: -9.4 eV
SMILES: CC(C)(C)C.c1ccccc1
LUMO level: 0.820 eV
net charge: 0
orbital gap: 10.177 eV

Each atom is followed by the atoms it is bonded to, with distances in Å.
Geometry (Å):
1 C -0.94925 1.63642 -0.13736  C2 1.649, C3 1.556, C4 1.579, C5 1.505
2 C -0.51398 3.22706 -0.16658  C1 1.649, H12 1.153, H13 1.122, H14 1.139
3 C -0.97078 1.13608 1.33553  C1 1.556, H15 1.167, H16 1.130, H17 1.329
4 C 0.30807 0.95465 -0.80706  C1 1.579, H18 1.103, H19 1.006, H20 1.130
5 C -2.13533 1.48925 -1.05169  C1 1.505, H21 1.200, H22 1.112, H23 1.160
6 C 0.89577 -1.07743 1.45584  C7 1.446, C11 1.379, H24 1.061
7 C -0.27827 -1.71493 0.90202  C6 1.446, C8 1.363, H25 1.022
8 C -0.29726 -2.25619 -0.34875  C7 1.363, C9 1.325, H26 1.085
9 C 0.84953 -2.35839 -1.00385  C8 1.325, C10 1.323, H27 1.107
10 C 1.98937 -1.86720 -0.54580  C9 1.323, C11 1.401, H28 1.127
11 C 1.99048 -1.08649 0.61801  C6 1.379, C10 1.401, H29 1.159
12 H -1.39639 3.89825 0.15069  C2 1.153
13 H 0.32339 3.54117 0.51039  C2 1.122
14 H -0.52901 3.38812 -1.29447  C2 1.139
15 H -1.35244 0.08359 1.66493  C3 1.167
16 H 0.12442 1.22185 1.59860  C3 1.130
17 H -1.55835 2.08781 2.05371  C3 1.329
18 H 0.12010 -0.12389 -0.67212  C4 1.103
19 H 1.16143 1.21650 -0.34397  C4 1.006
20 H 0.36060 1.20327 -1.90774  C4 1.130
21 H -2.23514 2.24771 -1.97565  C5 1.200
22 H -2.43242 0.48846 -1.43348  C5 1.112
23 H -3.08029 1.89348 -0.51461  C5 1.160
24 H 0.74237 -0.48939 2.32525  C6 1.061
25 H -1.10527 -1.58971 1.49012  C7 1.022
26 H -1.11920 -2.76663 -0.83878  C8 1.085
27 H 0.89807 -2.67714 -2.06266  C9 1.107
28 H 2.95358 -1.82781 -1.12725  C10 1.127
29 H 2.79438 -0.29254 0.87519  C11 1.159

How is the electron density shared among the atoms? According to Löwdin, the charges in e are: C -0.615; C -0.077; C -0.081; C -0.078; C -0.109; C -0.094; C -0.098; C -0.120; C -0.167; C -0.111; C -0.112; H 0.081; H 0.082; H 0.077; H 0.071; H 0.062; H 0.156; H 0.038; H 0.026; H 0.112; H 0.115; H 0.076; H 0.095; H 0.087; H 0.060; H 0.121; H 0.131; H 0.129; H 0.142

Which one sits at the bottom of the stability order? x does.

--- w ---
The following is a DFT calculation (ωB97M-V with the def2-TZVPD basis set) of a cluster of 2 separate species, C11H18 in total.

Output
HOMO level: -9.3 eV
SMILES: CC(C)(C)C.c1ccccc1
LUMO level: 0.836 eV
net charge: 0
orbital gap: 10.156 eV

Each atom is followed by the atoms it is bonded to, with distances in Å.
Geometry (Å):
1 C 1.78612 -1.00600 1.51374  C2 1.445, C6 1.365, H12 1.073
2 C 2.53833 -0.40082 0.43905  C1 1.445, C3 1.397, H13 1.152
3 C 2.74217 0.97918 0.52102  C2 1.397, C4 1.547, H14 1.172
4 C 1.92463 1.90052 1.45694  C3 1.547, C5 1.413, H15 1.166
5 C 1.09849 1.19072 2.35665  C4 1.413, C6 1.432, H16 1.208
6 C 0.98393 -0.23619 2.30499  C1 1.365, C5 1.432, H17 1.077
7 C -1.40558 -0.28083 -1.02398  C8 1.468, C9 1.540, C10 1.533, C11 1.503
8 C -0.44340 -1.18830 -1.66183  C7 1.468, H18 1.077, H19 1.043, H20 1.130
9 C -2.45693 -0.06446 -2.12818  C7 1.540, H21 1.109, H22 1.182, H23 0.997
10 C -0.65933 0.97242 -0.55193  C7 1.533, H24 1.063, H25 1.112, H26 1.188
11 C -1.86841 -0.93628 0.24646  C7 1.503, H27 1.206, H28 1.319, H29 1.112
12 H 1.71558 -2.07336 1.59625  C1 1.073
13 H 3.02141 -0.72444 -0.55600  C2 1.152
14 H 3.32750 1.68077 -0.21240  C3 1.172
15 H 2.28493 2.99780 1.61662  C4 1.166
16 H 0.27797 1.65659 3.11160  C5 1.208
17 H 0.36710 -0.66917 3.07390  C6 1.077
18 H -0.77897 -2.17593 -1.92822  C8 1.077
19 H -0.15254 -0.90804 -2.62397  C8 1.043
20 H 0.46771 -1.52149 -1.08205  C8 1.130
21 H -3.09338 0.77439 -1.77862  C9 1.109
22 H -1.77529 0.18007 -3.06253  C9 1.182
23 H -2.96977 -0.91783 -2.17101  C9 0.997
24 H -1.43808 1.40612 0.02665  C10 1.063
25 H -0.18348 1.55387 -1.37157  C10 1.112
26 H 0.19867 0.84660 0.25949  C10 1.188
27 H -0.80428 -1.32698 0.65707  C11 1.206
28 H -2.17629 0.06011 1.05370  C11 1.319
29 H -2.52880 -1.76906 -0.08187  C11 1.112

How is the electron density shared among the atoms? According to Löwdin, the charges in e are: C -0.111; C -0.115; C -0.103; C -0.085; C -0.139; C -0.155; C -0.739; C -0.127; C -0.032; C -0.070; C -0.062; H 0.097; H 0.130; H 0.119; H 0.121; H 0.146; H 0.100; H 0.082; H 0.055; H 0.091; H 0.094; H 0.129; H 0.023; H 0.044; H 0.100; H 0.065; H 0.095; H 0.163; H 0.085

--- x ---
The following is a DFT calculation (ωB97M-V with the def2-TZVPD basis set) of a cluster of 2 separate species, C11H18 in total.

Output
HOMO level: -9.1 eV
SMILES: Cc1ccccc1.CC(C)C
LUMO level: 0.991 eV
net charge: 0
orbital gap: 10.104 eV

Each atom is followed by the atoms it is bonded to, with distances in Å.
Geometry (Å):
1 C 1.77627 1.67970 -1.23573  C5 1.538, H12 1.091, H13 1.061, H15 1.069
2 C 3.36141 -0.68769 1.34612  C3 1.382, C4 1.410, H8 1.164
3 C 2.88417 -1.91542 0.92938  C2 1.382, C6 1.344, H9 1.184
4 C 3.06626 0.49881 0.64375  C2 1.410, C5 1.415, H10 1.122
5 C 2.18737 0.41533 -0.46191  C1 1.538, C4 1.415, C7 1.417
6 C 2.09284 -2.02774 -0.15107  C3 1.344, C7 1.413, H11 1.161
7 C 1.59854 -0.84292 -0.74093  C5 1.417, C6 1.413, H14 1.099
8 H 4.02070 -0.63853 2.30376  C2 1.164
9 H 3.06081 -2.78121 1.71793  C3 1.184
10 H 3.38897 1.51539 0.99272  C4 1.122
11 H 1.65553 -3.04339 -0.50571  C6 1.161
12 H 0.71867 1.93689 -1.16466  C1 1.091
13 H 2.04830 1.79569 -2.25486  C1 1.061
14 H 0.84181 -1.04860 -1.51093  C7 1.099
15 H 2.32767 2.42551 -0.70419  C1 1.069
16 C -2.27099 0.51217 0.04116  C17 1.555, C18 1.500, C19 1.574, H20 1.062
17 C -2.48657 -0.09150 -1.37594  C16 1.555, H21 1.106, H28 1.111, H29 1.170
18 C -3.59717 1.03721 0.50470  C16 1.500, H22 1.065, H23 1.146, H24 1.114
19 C -1.55981 -0.47861 1.03612  C16 1.574, H25 1.161, H26 1.152, H27 1.131
20 H -1.51754 1.25773 0.10732  C16 1.062
21 H -2.87537 -1.12135 -1.27298  C17 1.106
22 H -4.23607 1.24251 -0.32167  C18 1.065
23 H -3.93067 0.36748 1.37318  C18 1.146
24 H -3.42107 2.03349 0.97162  C18 1.114
25 H -1.96908 -0.22496 2.09251  C19 1.161
26 H -1.90421 -1.53291 0.72436  C19 1.152
27 H -0.43546 -0.56842 0.95594  C19 1.131
28 H -1.57803 -0.21647 -2.00290  C17 1.111
29 H -3.24728 0.50181 -2.03707  C17 1.170

How is the electron density shared among the atoms? According to Löwdin, the charges in e are: C -0.039; C -0.115; C -0.161; C -0.054; C -0.253; C -0.124; C -0.073; H 0.129; H 0.143; H 0.119; H 0.136; H 0.071; H 0.063; H 0.104; H 0.052; C -0.502; C -0.095; C -0.102; C -0.081; H 0.088; H 0.071; H 0.049; H 0.099; H 0.084; H 0.094; H 0.085; H 0.060; H 0.057; H 0.098

Which one sits at the bottom of the stability order? w does.